# 1
Below is an isolated ion of composition C2H3N2O and charge +1 in a non-equilibrium geometry, with properties calculated with ωB97M-V/def2-TZVPD.

Energy (eV): -7135.727
E_HOMO (spin up / spin down) (eV): -17.05 / -17.05
LUMO level (spin up / spin down) (eV): -9.3 / -9.3
Frontier orbital gap (spin up / spin down) (eV): 7.733 / 7.734
Charge: +1
Energy relative to the best compared isomer or geometry (same formula, charge and spin) (kJ/mol): 642.15

XYZ file:
```
8
Properties=species:S:1:pos:R:3:mulliken_charge:R:1
O 1.6332 0.2399 -2.3001 -0.243
N 3.8216 -0.3867 -0.1635 -0.097
N 2.7269 -0.3015 -0.3281 0.586
C 0.1924 0.1482 -0.0088 -0.869
C 1.4933 0.0199 -0.6455 0.637
H -0.5685 -0.2897 -0.6007 0.326
H -0.1344 1.2536 -0.1024 0.326
H 0.1527 -0.0765 1.0871 0.334
```

# 2
Below is a 2-piece molecular cluster, C2H3N2O2 overall in a non-equilibrium geometry, with properties calculated with ωB97M-V/def2-TZVPD.

Energy (eV): -9196.837
E_HOMO (eV): -2.01
LUMO level (eV): 4.3
Frontier orbital gap (eV): 6.316
Charge: -1
Energy relative to the best compared isomer or geometry (same formula, charge and spin) (kJ/mol): 83.63

XYZ file:
```
9
Properties=species:S:1:pos:R:3:mulliken_charge:R:1
O -4.5142 1.1044 -0.3793 -0.591
O -4.4099 -1.1405 0.1229 -0.526
N -1.4037 -0.0977 -0.2728 0.015
N -2.1903 0.1758 0.6696 -0.621
C -4.1889 0.0028 -0.0044 0.736
C -0.0084 -0.0832 -0.0405 -0.887
H 0.3949 0.9281 -0.6277 0.199
H 0.1300 0.1282 1.0061 0.425
H 0.4731 -1.0510 -0.2540 0.250
```

# 3
Below is an isolated ion of composition C2H3N2O2 and charge -1 in a non-equilibrium geometry, with properties calculated with ωB97M-V/def2-TZVPD.

Energy (eV): -9196.973
E_HOMO (eV): -4.07
LUMO level (eV): 4.4
Frontier orbital gap (eV): 8.508
Charge: -1
Energy relative to the best compared isomer or geometry (same formula, charge and spin) (kJ/mol): 70.47

XYZ file:
```
9
Properties=species:S:1:pos:R:3:mulliken_charge:R:1
O -3.2427 1.0002 -0.1843 -0.703
O -2.8112 -1.1815 -0.0848 -0.691
N -0.2855 1.1151 -0.1669 -0.517
N -1.2231 0.1733 0.6639 -0.246
C -0.1890 -0.3173 -0.2240 -0.166
C -2.5855 0.0042 0.0922 0.606
H 0.2440 1.5298 0.6398 0.215
H 0.4953 -1.0544 0.3371 0.208
H -0.5599 -0.5481 -1.1604 0.295
```

# 4
Below is C2H3N2O2 as an isolated structure in a non-equilibrium geometry, with properties calculated with ωB97M-V/def2-TZVPD.

Energy (eV): -9182.922
E_HOMO (spin up / spin down) (eV): -16.12 / -16.12
LUMO level (spin up / spin down) (eV): -7.6 / -7.6
Frontier orbital gap (spin up / spin down) (eV): 8.561 / 8.566
Charge: +1
Energy relative to the best compared isomer or geometry (same formula, charge and spin) (kJ/mol): 714.18

XYZ file:
```
9
Properties=species:S:1:pos:R:3:mulliken_charge:R:1
O 1.0463 1.9815 -0.0945 -0.216
O 1.9962 -1.4078 0.0336 -0.373
N 0.5798 0.9472 0.1806 0.436
N 0.9838 -0.8269 0.0915 0.499
C -0.7545 0.4907 0.0937 -0.327
C -0.2654 -0.9091 -0.0934 -0.122
H -0.8836 -1.7093 -0.3745 0.486
H -1.2742 0.6094 0.9684 0.301
H -1.4285 0.8241 -0.8053 0.315
```

# 5
Below is a 2-piece molecular cluster, C2H3N2O2P overall in a non-equilibrium geometry, with properties calculated with ωB97M-V/def2-TZVPD.

Energy (eV): -18481.938
E_HOMO (spin up / spin down) (eV): -9.25 / -8.34
LUMO level (spin up / spin down) (eV): -0.6 / -2.1
Frontier orbital gap (spin up / spin down) (eV): 8.628 / 6.272
Energy relative to the best compared isomer or geometry (same formula, charge and spin) (kJ/mol): 487.15

XYZ file:
```
10
Properties=species:S:1:pos:R:3:mulliken_charge:R:1
P 0.5153 0.2484 -0.0195 0.362
O 2.0416 -2.0571 0.8487 -0.021
O 0.3681 -1.1342 0.5814 -0.404
N -0.8191 1.9807 2.0364 -0.356
N 1.9352 -3.1489 1.1198 0.210
C -0.1982 1.3374 1.3169 0.200
C -0.7774 0.6452 -1.2889 -0.900
H -0.4356 0.6273 -2.3606 0.297
H -1.4760 -0.1310 -1.1383 0.272
H -1.1539 1.6323 -1.0959 0.339
```

# 6
Below is a 2-piece molecular cluster, C2H3N2O4 overall in a non-equilibrium geometry, with properties calculated with ωB97M-V/def2-TZVPD.

Energy (eV): -13291.250
E_HOMO (eV): -3.01
LUMO level (eV): 3.8
Frontier orbital gap (eV): 6.804
Charge: -1
Energy relative to the best compared isomer or geometry (same formula, charge and spin) (kJ/mol): 85.57

XYZ file:
```
11
Properties=species:S:1:pos:R:3:mulliken_charge:R:1
O -2.9472 -0.6877 0.9474 -0.359
O -0.7049 -0.8031 -0.8119 -0.792
O -3.3551 0.7611 -0.7353 -0.424
O -0.1445 0.6263 0.6861 -0.764
N 2.3552 0.3433 0.2803 -0.723
N 0.2037 -0.2228 -0.1978 0.796
C -3.0208 0.0695 0.1102 0.753
C 1.5015 -0.4117 -0.5008 -0.375
H 1.8642 -1.3037 -0.9055 0.325
H 1.9982 0.2823 1.2172 0.293
H 2.2497 1.3466 -0.0898 0.271
```

# 7
Below is C2H3N2O4 as an isolated structure in a non-equilibrium geometry, with properties calculated with ωB97M-V/def2-TZVPD.

Energy (eV): -13287.582
E_HOMO (eV): -4.26
LUMO level (eV): 4.1
Frontier orbital gap (eV): 8.381
Charge: -1
Energy relative to the best compared isomer or geometry (same formula, charge and spin) (kJ/mol): 439.51

XYZ file:
```
11
Properties=species:S:1:pos:R:3:mulliken_charge:R:1
O 2.7111 0.9620 -0.7716 -0.732
O -1.2872 0.6566 1.7711 -0.595
O -1.2597 0.9399 -0.8616 -0.709
O -1.1327 -1.4859 1.4139 -0.614
N -1.2096 -0.3396 1.0580 0.919
N 1.5011 0.7239 -0.3873 0.170
C 0.8834 -0.3719 -0.1185 -0.311
C -1.0664 -0.1520 -0.4101 -0.132
H -1.3211 -1.0518 -0.8582 0.448
H 1.2009 -1.4382 -0.2808 0.316
H 0.9802 1.5570 -0.5548 0.241
```

# 8
Below is a 2-piece molecular cluster, C2H3N2OP overall in a non-equilibrium geometry, with properties calculated with ωB97M-V/def2-TZVPD.

Energy (eV): -16437.375
E_HOMO (eV): -9.47
LUMO level (eV): 0.5
Frontier orbital gap (eV): 10.008
Energy relative to the best compared isomer or geometry (same formula, charge and spin) (kJ/mol): 103.40

XYZ file:
```
9
Properties=species:S:1:pos:R:3:mulliken_charge:R:1
P 1.4520 -1.4672 -0.5133 -0.114
O -0.7615 -3.7644 1.6294 -0.463
N 0.1514 -2.0551 0.3118 -0.123
N -0.0777 1.1411 0.3914 -0.421
C -1.0473 0.7507 0.8903 0.127
C -0.2740 -2.9316 0.9692 0.529
H -1.6751 0.3323 1.5992 0.291
H 1.5298 -0.5718 0.4781 0.086
H 0.5743 -0.6715 -1.3861 0.087
```

# 9
Below is one molecule with the formula C2H3N2OP in a non-equilibrium geometry, with properties calculated with ωB97M-V/def2-TZVPD.

Energy (eV): -16433.383
E_HOMO (spin up / spin down) (eV): -7.92 / -7.92
LUMO level (spin up / spin down) (eV): -1.6 / -1.6
Frontier orbital gap (spin up / spin down) (eV): 6.321 / 6.323
Energy relative to the best compared isomer or geometry (same formula, charge and spin) (kJ/mol): 488.58

XYZ file:
```
9
Properties=species:S:1:pos:R:3:mulliken_charge:R:1
P -2.5171 -0.1742 0.0206 0.058
O 1.7732 1.0259 -0.0064 -0.526
N 0.3554 0.7226 -0.0159 0.750
N -0.4290 1.6312 0.0135 -0.904
C 0.1817 -0.6253 -0.0454 -0.280
C -1.1023 -1.1261 -0.0179 -0.181
H 1.8698 1.9796 0.1466 0.389
H 1.0739 -1.2301 -0.0832 0.364
H -1.2056 -2.2035 -0.0118 0.330
```

# 10
Below is one molecule with the formula C2H3N2OP in a non-equilibrium geometry, with properties calculated with ωB97M-V/def2-TZVPD.

Energy (eV): -16435.972
E_HOMO (eV): -9.03
LUMO level (eV): -0.2
Frontier orbital gap (eV): 8.834
Energy relative to the best compared isomer or geometry (same formula, charge and spin) (kJ/mol): 238.82

XYZ file:
```
9
Properties=species:S:1:pos:R:3:mulliken_charge:R:1
P 1.4059 -0.1025 -0.5494 0.070
O 0.4012 -1.2419 0.2003 -0.311
N -1.0051 1.1517 -0.0971 -0.200
N -1.6133 0.0048 -0.2740 -0.425
C -0.9524 -1.1653 -0.0328 0.174
C 0.2476 1.3302 -0.1233 -0.165
H 0.6370 2.1172 0.3499 0.477
H -1.4120 -2.2194 0.0291 0.335
H 2.2912 0.1252 0.4974 0.044
```

# 11
Below is C2H3N2P as an isolated structure in a non-equilibrium geometry, with properties calculated with ωB97M-V/def2-TZVPD.

Energy (eV): -14384.820
E_HOMO (eV): -8.49
LUMO level (eV): -0.6
Frontier orbital gap (eV): 7.892
Energy relative to the best compared isomer or geometry (same formula, charge and spin) (kJ/mol): 549.42

XYZ file:
```
8
Properties=species:S:1:pos:R:3:mulliken_charge:R:1
P -0.8308 -1.0891 -0.4701 0.086
N -0.9903 0.4878 0.1967 -0.330
N 0.3764 0.7187 0.5414 -0.239
C 1.7974 -1.4221 -0.0924 -0.558
C 0.9339 -0.5152 0.1057 0.387
H -0.3642 -0.5385 -1.7713 0.091
H -1.5280 0.6091 1.1612 0.296
H 0.6055 1.7494 0.3288 0.267
```

# 12
Below is one molecule with the formula C2H3N2P3 in a non-equilibrium geometry, with properties calculated with ωB97M-V/def2-TZVPD.

Energy (eV): -32964.956
E_HOMO (spin up / spin down) (eV): -8.80 / -8.28
LUMO level (spin up / spin down) (eV): -1.3 / -1.3
Frontier orbital gap (spin up / spin down) (eV): 7.517 / 6.988
Energy relative to the best compared isomer or geometry (same formula, charge and spin) (kJ/mol): 286.18

XYZ file:
```
10
Properties=species:S:1:pos:R:3:mulliken_charge:R:1
P -3.6679 -0.3463 -0.6235 0.122
P -1.3881 -1.3391 1.1219 0.217
P -1.3183 2.0948 0.7880 0.190
N -3.3583 1.1521 -0.6949 -0.385
N -2.8233 -1.0830 0.6048 -0.162
C -0.2582 -0.3696 -0.0964 -0.652
C -0.1432 0.9115 0.6311 -0.344
H 0.7017 -0.8670 -0.2427 0.372
H -0.7869 -0.2573 -1.0413 0.324
H 0.7712 1.0605 1.2037 0.318
```